{"formula": "C51H63IrN7O2SbSeSi3", "method": "ωB97M-V with the def2-TZVPD basis set", "species": ["C", "H", "Se", "N", "C", "C", "C", "C", "H", "O", "H", "H", "C", "H", "H", "C", "H", "C", "C", "H", "H", "C", "H", "N", "C", "C", "C", "C", "H", "H", "N", "H", "C", "C", "H", "H", "C", "H", "C", "C", "C", "C", "Si", "H", "H", "H", "H", "H", "C", "H", "C", "C", "H", "C", "H", "H", "C", "H", "H", "C", "H", "H", "C", "C", "C", "H", "H", "H", "C", "H", "H", "C", "C", "H", "C", "C", "H", "C", "C", "C", "N", "H", "N", "Ir", "H", "Sb", "H", "H", "H", "N", "N", "C", "C", "C", "H", "H", "H", "C", "H", "H", "C", "H", "H", "H", "C", "C", "H", "H", "H", "C", "H", "H", "C", "H", "Si", "H", "C", "H", "H", "C", "H", "C", "H", "H", "H", "C", "H", "Si", "O"], "coordinates": [[3.15060, -3.39054, -2.15178], [-3.82113, 0.79075, 3.83863], [0.77554, 2.91712, 0.46849], [3.80052, -0.23292, 1.14820], [2.01514, 0.61943, 5.18738], [6.14054, 0.14216, 1.27648], [2.14650, -3.04642, -1.25498], [4.86766, 0.16885, 1.85239], [-3.75897, -0.52030, 2.67414], [-0.88957, -4.13442, -0.84161], [3.94820, 4.67541, 4.09170], [-0.84943, -2.55080, -4.48047], [3.62002, 3.63255, 4.07886], [-0.81429, 3.61968, -3.99291], [3.57456, 4.30830, -2.58658], [-2.25974, 4.03179, -0.41302], [3.75570, 2.55568, 0.77005], [2.99089, -3.18980, -3.51384], [-1.96160, 2.76936, -0.91594], [-3.82949, 1.16772, 2.12382], [3.55090, 3.30159, 5.11627], [-3.43218, 1.10854, -0.16107], [-3.43577, -4.20526, -0.29619], [-0.04773, -1.97800, -0.82933], [0.21774, -3.69295, 2.90387], [7.27285, -0.23732, 4.33396], [0.25479, -1.36957, 2.23388], [1.79136, -2.68773, -3.98379], [1.24954, 1.33618, 5.48238], [-0.30136, -4.64113, 2.95637], [1.47672, -1.26389, 2.80137], [-0.40835, -0.87781, -4.18491], [4.52350, 0.75499, 3.19102], [2.00399, 0.70443, -2.54538], [7.43591, -1.02248, 3.59503], [1.62333, -2.59309, -5.05065], [0.76965, -2.32584, -3.10900], [-5.67009, -0.51407, 0.09646], [3.44201, 2.40202, -3.54952], [-3.55571, -0.39147, -0.05380], [2.86293, 1.09258, -3.52160], [2.24804, 2.94820, -1.54743], [-1.55401, 0.59742, 3.10277], [7.72742, -0.57556, 5.26965], [-0.76501, -1.31841, 4.61918], [3.77624, -3.46778, -4.20483], [7.26130, -0.27720, -0.49630], [4.11992, 2.65633, -4.35307], [6.58207, 3.17416, 3.47385], [3.02819, -0.87552, -0.64553], [6.28094, -0.26411, -0.03719], [4.85557, -1.62942, 5.29603], [-0.70184, 0.23578, 5.43500], [-1.12787, 2.39530, 3.40221], [1.59172, -0.29420, -2.52558], [-2.15372, 4.66553, 1.64280], [3.93570, -0.59604, -0.12812], [5.46302, 2.95918, 0.63916], [4.05530, -3.85139, -1.77272], [0.98203, -2.43460, -1.72782], [-0.69658, 0.55191, -2.36518], [-3.28841, 3.33021, 1.35316], [2.29395, -3.37764, 0.19887], [5.35787, 1.20665, 6.18970], [-0.38269, -2.61576, 2.29812], [-1.38365, -2.70414, 1.90708], [4.90756, 2.17959, 5.99698], [-3.69347, 4.96792, 0.85952], [-1.48771, 2.61621, -2.22737], [3.19368, -3.96945, 0.36797], [6.65599, 4.25441, 3.31996], [1.67378, 1.63028, -1.51809], [-4.75185, -1.07892, 0.01878], [1.69206, -0.37610, 5.48967], [-1.19114, 3.73922, -2.98391], [-2.35353, -2.38041, -0.28450], [4.30001, 4.18889, 1.14535], [-3.50900, -3.13109, -0.20015], [-3.40951, 0.49519, 2.86847], [-0.52939, -1.85252, -3.70690], [-2.40776, -1.05419, -0.18276], [-2.19746, 6.12856, -0.82239], [1.88638, 3.76505, -0.56790], [-0.73050, 0.01036, -0.26260], [-2.39542, 0.76247, -2.85391], [2.31313, 0.74588, 3.03957], [-1.33032, -1.77846, -2.97427], [2.60960, 3.63873, 3.65800], [7.31807, 2.70767, 2.81621], [0.85712, 1.39984, -0.48384], [-2.14240, 1.55562, -0.16669], [5.15713, -0.62806, -0.76807], [-1.41438, 5.00761, -2.46549], [2.08580, -2.32234, 3.37168], [2.93552, 0.86504, 5.71105], [4.79529, 0.74102, 7.00168], [6.99834, 0.47486, 1.83874], [-1.97243, 5.14108, -1.20807], [5.51323, -1.91840, 6.12091], [1.43133, -3.95783, 0.52521], [-1.26551, -0.35512, 4.71480], [3.07110, -2.13212, 3.76814], [2.35965, -2.47991, 0.81380], [-2.24052, -0.55249, 5.16595], [4.56174, 3.13198, 1.23034], [-0.44959, -0.16906, 1.73304], [3.12513, 0.38714, -4.30038], [-5.64115, -3.03029, 0.02490], [6.36814, 1.38777, 6.56340], [1.49317, -3.55348, 3.44629], [-1.70193, 2.76195, 4.25743], [-1.18808, 5.88481, -3.05679], [-1.41598, 1.24612, -2.84558], [3.83762, -1.63312, 5.68868], [5.45486, 0.04905, 4.70308], [-1.40181, 3.00438, 2.54190], [3.15248, 3.31295, -2.59031], [2.00835, -4.37753, 3.91765], [-0.07098, 2.55890, 3.62119], [-2.87927, 4.24786, 0.93956], [4.95799, -2.40604, 4.53301], [-4.71987, -2.46613, -0.03401], [5.21987, -0.93808, -1.80169], [6.86199, 2.96733, 4.50522], [-1.06022, 1.30240, -3.87460], [-0.99610, -2.93100, -0.64821], [7.81212, 0.65661, 4.02077], [4.84217, 2.66049, 3.02223], [-4.43882, 1.77674, -0.32005]], "atomic_forces_ev_per_a": [[0.0, 0.0, 0.0], [0.0, 0.0, 0.0], [0.1, -0.1, 0.1], [0.0, 0.0, 0.0], [0.0, -0.1, 0.0], [0.0, 0.0, 0.0], [0.0, 0.0, 0.0], [0.1, 0.1, 0.0], [0.0, 0.0, 0.0], [0.0, 0.0, 0.0], [0.0, 0.0, 0.0], [0.0, 0.0, 0.0], [0.0, 0.0, 0.0], [0.0, 0.0, 0.0], [0.0, 0.0, 0.0], [0.0, 0.0, 0.0], [0.0, 0.0, 0.0], [0.0, 0.0, 0.0], [0.0, 0.0, 0.0], [0.0, 0.0, 0.1], [0.0, 0.0, -0.1], [0.0, 0.0, -0.1], [0.0, 0.0, 0.0], [-0.1, 0.0, 0.1], [0.0, 0.0, 0.0], [0.0, 0.0, 0.0], [0.2, 0.0, 0.1], [0.0, 0.0, 0.0], [0.0, 0.0, 0.0], [0.0, 0.0, 0.0], [0.0, 0.1, 0.1], [0.0, 0.0, 0.0], [0.0, -0.1, -0.1], [0.0, 0.0, 0.0], [0.0, 0.0, 0.0], [0.0, 0.0, 0.0], [0.0, 0.0, 0.0], [0.0, 0.0, 0.0], [0.0, 0.0, 0.0], [0.0, 0.0, 0.0], [0.0, 0.0, 0.0], [0.0, 0.0, 0.0], [0.1, 0.0, 0.0], [0.0, 0.0, 0.0], [0.0, 0.0, 0.0], [0.0, 0.0, 0.0], [0.0, 0.0, 0.0], [0.0, 0.0, 0.0], [0.0, 0.0, 0.0], [0.0, 0.0, 0.0], [0.0, 0.0, 0.0], [0.0, 0.0, 0.0], [0.0, 0.0, 0.0], [0.0, 0.0, -0.1], [0.0, 0.1, 0.0], [0.0, 0.0, 0.0], [0.0, 0.0, 0.0], [0.0, 0.0, 0.0], [0.0, 0.0, 0.0], [0.0, 0.0, 0.0], [0.0, 0.0, 0.0], [0.0, 0.0, 0.0], [0.0, 0.0, 0.0], [0.0, 0.0, 0.0], [0.0, 0.0, 0.0], [0.0, 0.0, 0.0], [0.1, -0.1, 0.0], [0.0, 0.0, 0.0], [0.0, 0.0, 0.0], [0.0, 0.0, 0.0], [0.0, 0.0, 0.0], [0.1, 0.0, 0.0], [0.0, 0.0, 0.0], [0.0, 0.0, 0.0], [0.0, 0.0, 0.0], [0.0, 0.0, 0.0], [0.0, 0.0, 0.0], [0.0, 0.0, 0.0], [0.0, 0.0, 0.0], [0.0, 0.0, 0.0], [0.0, 0.0, 0.0], [0.0, 0.0, 0.0], [-0.1, 0.0, 0.0], [-0.1, 0.1, 0.0], [0.0, 0.0, 0.0], [0.2, 0.3, 0.2], [0.0, 0.0, 0.0], [0.0, 0.0, 0.0], [0.0, 0.0, 0.0], [0.0, 0.1, -0.1], [0.0, -0.1, 0.0], [0.0, 0.0, 0.0], [0.0, 0.0, 0.0], [-0.1, 0.0, 0.0], [0.0, 0.0, 0.0], [0.0, 0.0, 0.0], [0.0, 0.0, 0.0], [0.0, 0.0, 0.0], [0.0, 0.0, 0.0], [0.0, 0.0, 0.0], [0.0, 0.0, 0.0], [0.0, 0.0, 0.0], [0.0, -0.1, 0.0], [0.0, 0.0, 0.0], [0.0, -0.1, 0.0], [-0.4, -0.3, -0.2], [0.0, 0.0, 0.0], [0.0, 0.0, 0.0], [0.0, 0.0, 0.0], [0.0, 0.0, 0.0], [0.0, 0.0, 0.0], [0.0, 0.0, 0.0], [0.0, 0.1, 0.0], [0.0, 0.0, 0.0], [0.0, 0.0, 0.1], [0.1, 0.0, 0.1], [0.0, 0.0, 0.0], [0.0, 0.0, 0.0], [0.0, 0.0, 0.0], [0.0, 0.0, 0.0], [0.0, 0.0, 0.0], [0.0, 0.0, 0.0], [0.0, 0.0, 0.0], [0.0, 0.0, 0.1], [0.0, 0.0, 0.0], [0.0, 0.0, 0.0], [0.0, 0.0, 0.0], [0.0, 0.1, 0.0], [0.0, 0.0, 0.0]], "mulliken_charge": [-0.55, 0.59, 0.50, 1.00, -1.21, -0.76, 0.55, -2.06, 0.33, -0.73, 0.56, 0.64, -1.06, 0.47, 0.59, 1.74, -0.50, -1.13, -1.05, 0.31, 0.27, -0.39, 0.66, 0.65, -0.96, -1.41, 0.18, -0.67, 0.46, 0.45, 0.40, 0.27, 2.76, 0.14, 0.39, 0.48, 1.85, 0.66, -1.03, 0.16, -0.39, 0.44, 0.57, 0.42, 0.16, 0.47, 0.44, 0.46, -1.06, 0.45, -1.66, -1.40, 0.39, 0.50, -0.66, 0.38, -0.27, 0.38, 0.47, -1.34, -0.47, 0.11, -0.74, -1.36, 0.25, 0.60, 0.36, 0.54, 0.89, 0.59, 0.44, 1.38, -0.54, 0.49, -0.63, -0.40, 0.58, -0.72, -1.44, -1.76, 1.13, 0.50, -0.68, 0.71, 0.35, -0.49, -0.05, 0.18, 0.31, -0.04, 0.56, -1.15, -1.01, 0.08, 0.32, 0.49, 0.56, -0.79, 0.54, 0.38, -1.30, -0.27, -0.15, 0.65, -0.52, -0.28, 0.60, 0.48, 0.45, -1.10, 0.58, 0.45, -0.71, 0.33, 0.85, -0.82, -1.01, 0.52, -0.16, -1.92, 0.33, -0.93, 0.72, 0.35, 0.62, 0.65, 0.38, 0.54, -0.67], "spin_multiplicity": 2, "charge": 1, "gap_ev": [6.5, 6.8], "max_force_ev_per_a": 0.5, "e_above_lowest_kcal_mol": 0.0}